25
Properties=species:S:1:pos:R:3 method="wB97M-V/def2-TZVPD" charge=+1 homo_lumo_gap_ev="6.4 / 6.4" mol_weight_g_mol=177.156 spin_multiplicity=1 homo_energy_ev="-11.650 / -11.650" lumo_energy_ev="-5.22 / -5.22"
C 1.76644 -1.68511 -1.28495
H 2.76840 -1.22388 -1.28671
H 1.80268 -2.45427 -0.49858
H 1.56972 -2.42578 -2.08007
O 0.72494 -0.50577 -2.23348
C 1.30900 0.75621 -2.39739
H 2.17603 0.93325 -1.74129
H 0.75672 0.08724 -3.42476
H 1.79886 1.26867 -3.23662
C -0.64853 -1.73112 2.22619
O -0.03710 -2.06927 1.03062
C -1.53764 -0.49883 2.07694
O -0.76507 0.46163 1.36413
C -1.43831 1.57326 0.79499
C -0.44475 2.26424 -0.12425
O 0.32774 1.33205 -0.81554
Al 0.20136 -0.47571 -0.05119
H 0.10365 -1.50946 3.01403
H -1.28087 -2.54609 2.63149
H -1.85196 -0.08424 3.04797
H -2.43826 -0.74017 1.48548
H -1.79653 2.25196 1.58470
H -2.31525 1.22098 0.22538
H 0.24206 2.86637 0.50187
H -0.99332 2.93383 -0.80898

32
Properties=species:S:1:pos:R:3 method="wB97M-V/def2-TZVPD" homo_lumo_gap_ev=11.5 smiles="CCB1OBOB([C@@H](C)F)O1.O=S1(=O)OCCO1" mol_weight_g_mol=281.672 spin_multiplicity=1 homo_energy_ev=-11.058 lumo_energy_ev=0.42
C 4.70379 -2.27720 0.35421
C 4.90739 -0.84551 -0.17319
B 3.62484 0.01961 0.03612
O 3.65496 1.28289 0.62170
B 2.82894 1.37512 1.72148
O 1.59268 0.76788 1.63716
B 1.30516 0.08591 0.46821
C -0.17326 -0.08115 -0.05105
C -0.87100 -1.30610 0.55722
F -0.91979 1.08806 0.25203
O 2.34972 -0.45771 -0.25143
H 5.47870 -2.95032 -0.00823
H 3.74657 -2.68114 0.02402
H 4.70116 -2.29453 1.44431
H 5.71721 -0.36060 0.37226
H 5.18069 -0.88361 -1.23068
H 3.17855 1.89536 2.72865
H -0.16078 -0.17342 -1.13986
H -0.16968 -1.98995 1.03652
H -1.56898 -0.95613 1.31667
H -1.44598 -1.84325 -0.19170
O -4.07523 -1.32995 -0.53164
S -4.88450 -0.26185 -0.99993
O -6.15542 -0.51623 -1.57104
O -3.99463 0.62325 -1.98427
C -3.95341 1.99104 -1.54298
C -4.09480 1.89000 -0.03686
O -5.06264 0.83756 0.13533
H -4.78548 2.53144 -1.99654
H -3.00796 2.42673 -1.85305
H -4.48642 2.79462 0.41915
H -3.16043 1.59920 0.43740